Entry 1:
77
Properties=species:S:1:pos:R:3 method="wB97M-V/def2-TZVPD" s_squared=3.76 multiplicity=4 gap_ha="0.2127 / 0.2592" de_lowest_kcal_mol=0.00 total_energy_ev=-142085.8222
V 0.116 0.250 -0.445
C 7.146 1.752 0.595
C 7.015 0.225 0.495
C 7.390 -0.405 1.843
C 8.006 -0.269 -0.558
C 5.567 -0.122 0.139
C 4.537 0.235 1.002
C 3.221 0.002 0.650
Se 1.786 0.422 1.878
C 1.683 2.330 1.574
C 2.595 3.185 2.165
C 2.480 4.560 1.994
C 1.368 5.017 1.289
C 0.427 4.184 0.683
C 0.629 2.802 0.781
O -0.134 1.906 0.163
C -0.824 4.737 -0.009
C -0.904 4.255 -1.465
C -0.853 6.265 -0.024
C -2.050 4.250 0.777
C 3.548 5.491 2.572
C 4.896 5.165 1.909
C 3.665 5.281 4.087
C 3.235 6.965 2.313
C 2.871 -0.582 -0.575
O 1.578 -0.669 -0.876
C 3.891 -1.051 -1.412
C 5.208 -0.794 -1.029
C 3.555 -1.874 -2.662
C 2.854 -3.160 -2.202
C 4.805 -2.277 -3.446
C 2.644 -1.085 -3.611
H 8.174 2.031 0.844
H 6.487 2.159 1.366
H 6.882 2.223 -0.355
H 8.426 -0.165 2.097
H 7.290 -1.492 1.799
H 6.753 -0.039 2.650
H 9.018 0.018 -0.263
H 7.806 0.175 -1.537
H 7.983 -1.357 -0.656
H 4.749 0.691 1.963
H 3.392 2.763 2.768
H 1.222 6.084 1.206
H -0.048 4.624 -2.035
H -1.817 4.634 -1.933
H -0.915 3.168 -1.527
H 0.013 6.679 -0.547
H -0.885 6.682 0.985
H -1.751 6.598 -0.549
H -2.078 3.161 0.811
H -2.974 4.608 0.312
H -2.013 4.616 1.805
H 5.189 4.129 2.093
H 5.681 5.817 2.303
H 4.836 5.311 0.828
H 3.952 4.257 4.332
H 2.712 5.493 4.578
H 4.423 5.951 4.504
H 3.173 7.179 1.244
H 4.033 7.582 2.731
H 2.297 7.267 2.786
H 5.998 -1.142 -1.677
H 3.512 -3.740 -1.551
H 2.580 -3.780 -3.062
H 1.950 -2.928 -1.640
H 5.467 -2.918 -2.858
H 5.370 -1.403 -3.780
H 4.503 -2.838 -4.333
H 1.716 -0.789 -3.123
H 2.393 -1.700 -4.482
H 3.152 -0.184 -3.963
I -1.147 -2.289 -1.675
C -2.847 -1.084 -1.983
I -3.002 0.480 -0.573
H -3.719 -1.716 -1.903
H -2.744 -0.641 -2.962

---

Entry 2:
87
Properties=species:S:1:pos:R:3 method="wB97M-V/def2-TZVPD" s_squared=2.03 multiplicity=3 gap_ha="0.1768 / 0.2707" de_lowest_kcal_mol=0.00 total_energy_ev=-101224.5742
Ti -0.389 -1.277 0.005
O 1.343 -1.099 1.082
C 2.464 -1.729 1.197
C 3.531 -1.143 1.925
C 4.741 -1.779 2.060
C 4.963 -3.043 1.492
C 3.935 -3.638 0.799
C 2.692 -3.009 0.635
C 1.655 -3.720 -0.082
N 0.487 -3.283 -0.356
C -0.427 -4.179 -1.060
C -1.825 -3.838 -0.590
N -1.980 -2.395 -0.706
C -3.236 -2.006 -0.990
C -3.661 -0.656 -1.187
C -5.017 -0.367 -1.419
C -5.457 0.916 -1.687
C -4.529 1.955 -1.742
C -3.184 1.700 -1.513
C -2.719 0.411 -1.216
O -1.443 0.188 -1.019
H 3.352 -0.168 2.363
H 5.535 -1.297 2.618
H 5.917 -3.540 1.604
H 4.076 -4.620 0.359
H 1.917 -4.736 -0.397
H -0.177 -5.230 -0.877
H -0.359 -3.983 -2.134
H -1.955 -4.164 0.452
H -2.567 -4.367 -1.196
H -3.996 -2.777 -1.111
H -5.728 -1.186 -1.393
H -6.507 1.108 -1.862
H -4.855 2.964 -1.967
H -2.444 2.493 -1.558
C -2.090 3.217 1.368
N -0.864 3.111 0.587
C -0.531 4.295 -0.178
P 0.157 1.854 0.854
O -0.557 0.681 1.391
O 0.932 1.740 -0.535
P 1.222 0.861 -1.848
O 0.977 -0.592 -1.639
N 2.803 1.296 -2.064
C 3.695 1.014 -0.934
C 3.404 0.914 -3.342
N 0.404 1.476 -3.104
C 0.550 2.857 -3.521
C -0.593 0.697 -3.829
N 1.431 2.239 1.844
C 2.189 3.454 1.606
C 1.358 1.840 3.243
H -2.921 3.466 0.706
H -2.004 3.993 2.137
H -2.312 2.264 1.840
H -1.364 4.547 -0.842
H 0.349 4.123 -0.792
H -0.343 5.161 0.467
H 3.203 1.244 0.010
H 4.590 1.630 -1.026
H 3.991 -0.040 -0.911
H 2.726 1.137 -4.162
H 3.654 -0.153 -3.373
H 4.321 1.487 -3.485
H 1.292 3.366 -2.909
H -0.405 3.382 -3.433
H 0.877 2.914 -4.565
H -0.689 -0.286 -3.380
H -0.299 0.600 -4.879
H -1.565 1.191 -3.771
H 2.297 3.636 0.537
H 3.190 3.341 2.027
H 1.725 4.335 2.068
H 0.875 0.870 3.318
H 0.812 2.566 3.858
H 2.372 1.758 3.640
I -5.106 -1.177 3.718
C -3.180 -1.894 3.389
C -2.562 -2.734 4.299
C -1.278 -3.173 4.019
C -0.666 -2.756 2.850
N -1.271 -1.950 1.978
C -2.508 -1.520 2.237
H -3.069 -3.038 5.205
H -0.755 -3.827 4.703
H 0.343 -3.058 2.595
H -2.958 -0.867 1.499

---

Entry 3:
85
Properties=species:S:1:pos:R:3 method="wB97M-V/def2-TZVPD" charge=+1 smiles="NCCCC[C@]1(CB(O)O)C[C@@H](COO)[C@@H](CC(=O)F)[NH2+][C@]1(N)CCCSC(=S)N(c1ccccc1)c1ccccc1" gap_ha=0.2883 total_energy_ev=-72026.3317
N -2.874 -5.404 0.338
C -2.256 -5.982 1.559
C -0.910 -5.327 1.892
C -0.901 -4.383 3.125
C -0.419 -2.960 2.833
C -1.406 -1.981 2.189
C -2.767 -1.874 2.930
B -3.883 -2.973 2.680
O -4.711 -2.999 1.562
O -4.113 -3.925 3.622
C -1.717 -2.303 0.712
C -0.646 -1.831 -0.274
C -0.883 -2.432 -1.647
O -0.351 -3.730 -1.589
O -0.318 -4.151 -2.956
C -0.741 -0.279 -0.296
C -1.717 0.191 -1.392
C -2.164 1.609 -1.196
O -1.508 2.529 -0.903
F -3.465 1.752 -1.376
N -1.231 0.227 1.023
C -0.728 -0.530 2.215
N -1.161 0.244 3.392
C 0.817 -0.552 2.232
C 1.492 0.845 2.116
C 2.338 1.017 0.839
S 1.705 2.423 -0.127
C 3.125 3.460 -0.381
S 4.138 3.777 0.846
N 3.343 3.998 -1.659
C 3.124 5.437 -1.716
C 4.229 6.232 -1.997
C 4.097 7.613 -2.072
C 2.861 8.217 -1.884
C 1.757 7.421 -1.593
C 1.893 6.040 -1.495
C 2.791 3.233 -2.767
C 3.672 2.360 -3.399
C 3.249 1.581 -4.475
C 1.943 1.663 -4.943
C 1.052 2.523 -4.296
C 1.475 3.296 -3.218
H -2.896 -6.122 -0.375
H -3.855 -5.227 0.522
H -2.077 -7.042 1.389
H -2.915 -5.942 2.420
H -0.506 -4.829 1.015
H -0.224 -6.141 2.110
H -0.158 -4.809 3.794
H -1.832 -4.418 3.682
H 0.433 -3.082 2.168
H -0.096 -2.526 3.775
H -2.608 -1.770 3.998
H -3.234 -0.940 2.599
H -4.966 -2.100 1.334
H -4.911 -4.422 3.409
H -1.935 -3.360 0.581
H -2.622 -1.782 0.390
H 0.346 -2.167 0.012
H -1.936 -2.467 -1.926
H -0.309 -1.883 -2.398
H -0.076 -5.081 -2.857
H 0.234 0.129 -0.539
H -2.615 -0.417 -1.408
H -1.224 0.164 -2.357
H -0.952 1.215 1.078
H -2.253 0.236 1.053
H -1.291 1.227 3.179
H -0.435 0.232 4.096
H 1.246 -1.163 1.444
H 1.144 -0.970 3.171
H 0.777 1.653 2.228
H 2.169 0.972 2.956
H 2.237 0.154 0.187
H 3.384 1.193 1.058
H 5.192 5.767 -2.138
H 4.968 8.218 -2.276
H 2.735 9.285 -1.952
H 0.783 7.855 -1.436
H 1.023 5.456 -1.230
H 4.691 2.282 -3.051
H 3.941 0.920 -4.976
H 1.608 1.089 -5.792
H 0.035 2.603 -4.647
H 0.751 3.940 -2.747

---

Entry 4:
101
Properties=species:S:1:pos:R:3 method="wB97M-V/def2-TZVPD" charge=-1 gap_ha=0.2530 total_energy_ev=-221278.1166
C 4.278 2.599 -6.228
C 3.718 4.142 -6.446
C 3.111 4.430 -7.944
F 3.682 3.540 -9.011
Ga 1.047 4.458 -8.063
Br 0.239 6.489 -6.972
S -0.003 2.570 -7.267
O -0.618 1.806 -8.503
O 0.937 1.543 -6.573
C -1.429 2.888 -6.096
F -2.160 1.573 -5.964
F -0.871 3.303 -4.776
C -2.537 3.975 -6.624
F -3.881 3.293 -6.672
F -2.657 5.079 -5.612
F -2.293 4.514 -7.981
H 5.097 2.601 -5.368
H 3.423 1.888 -5.858
H 4.794 2.140 -7.173
H 2.997 4.500 -5.568
H 4.681 4.839 -6.343
H 3.476 5.528 -8.239
H 0.690 4.534 -9.652
C 0.594 2.422 0.604
C 1.024 2.758 -0.809
C 0.276 1.993 -1.859
O 1.205 1.950 -2.927
C 2.447 2.013 -2.358
O 3.489 1.790 -2.950
O 2.365 2.353 -1.037
H 1.212 2.964 1.328
H -0.455 2.684 0.772
H 0.730 1.356 0.816
H 0.963 3.839 -0.977
H -0.645 2.497 -2.166
H 0.039 0.964 -1.565
C -4.599 1.277 -0.867
C -3.927 0.532 0.269
C -4.223 1.109 1.620
O -3.079 0.738 2.368
C -2.052 0.634 1.472
O -0.876 0.538 1.779
O -2.516 0.657 0.187
H -4.302 0.849 -1.830
H -5.689 1.229 -0.783
H -4.292 2.329 -0.885
H -4.176 -0.535 0.222
H -5.130 0.690 2.064
H -4.297 2.203 1.622
C -5.635 -4.138 4.024
C -5.213 -3.208 2.906
C -5.333 -1.756 3.259
O -5.531 -1.149 1.995
C -6.131 -2.092 1.207
O -6.640 -1.862 0.123
O -6.089 -3.324 1.796
H -5.583 -5.180 3.691
H -4.995 -4.018 4.904
H -6.676 -3.957 4.317
H -4.200 -3.458 2.566
H -4.431 -1.367 3.739
H -6.200 -1.530 3.891
C 4.393 0.395 0.304
C 5.772 0.813 -0.165
C 6.479 -0.243 -0.960
O 7.843 0.058 -0.723
C 7.895 0.662 0.502
O 8.922 0.869 1.126
O 6.644 0.997 0.939
H 3.950 1.179 0.926
H 3.728 0.200 -0.543
H 4.445 -0.505 0.927
H 5.715 1.761 -0.714
H 6.249 -0.186 -2.027
H 6.283 -1.261 -0.606
C -1.373 -8.591 5.983
C -2.240 -7.473 5.440
C -3.485 -7.958 4.762
O -3.754 -6.920 3.836
C -2.546 -6.353 3.536
O -2.361 -5.571 2.619
O -1.574 -6.782 4.395
H -0.453 -8.183 6.413
H -1.899 -9.162 6.754
H -1.066 -9.275 5.184
H -2.467 -6.751 6.233
H -4.319 -8.082 5.458
H -3.344 -8.891 4.204
C 3.727 -0.266 5.812
C 2.860 0.852 5.270
C 1.615 0.367 4.591
O 1.346 1.405 3.666
C 2.554 1.972 3.365
O 2.739 2.754 2.448
O 3.526 1.543 4.225
H 4.647 0.142 6.243
H 3.201 -0.837 6.584
H 4.034 -0.950 5.014
H 2.633 1.574 6.063
H 0.781 0.243 5.288
H 1.756 -0.566 4.033

---

Entry 5:
89
Properties=species:S:1:pos:R:3 method="wB97M-V/def2-TZVPD" s_squared=0.75 multiplicity=2 gap_ha="0.2776 / 0.2775" de_lowest_kcal_mol=83.70 total_energy_ev=-123518.9955
C -5.034 0.934 -3.289
C -4.824 0.129 -4.518
H -4.517 1.896 -3.334
H -4.743 0.395 -2.382
H -6.105 1.150 -3.218
C -5.310 0.544 -5.701
C -5.790 1.918 -5.954
H -5.519 -0.160 -6.492
H -5.079 2.681 -5.613
H -6.739 2.128 -5.445
H -5.933 2.070 -7.027
Yb -2.038 -2.170 -2.008
Cl -4.257 -3.533 -1.743
C -1.184 -4.879 -2.302
O -0.942 -3.963 -3.121
N -0.332 -5.818 -1.866
C 1.011 -5.956 -2.398
C -0.808 -6.858 -0.960
H -2.219 -4.898 -1.886
H 1.665 -5.117 -2.189
H 1.035 -6.073 -3.474
H 1.460 -6.837 -1.950
H -1.184 -6.443 -0.014
H 0.009 -7.553 -0.746
H -1.662 -7.388 -1.406
H 1.979 -2.165 1.580
H 0.863 0.364 2.357
C 2.134 -1.659 0.623
C 1.373 0.573 1.406
N 1.224 -0.536 0.475
H 1.960 -2.357 -0.194
C 0.492 -0.434 -0.654
O 0.420 -1.317 -1.533
H 0.944 1.488 0.980
H -0.090 0.500 -0.757
H 3.167 -1.307 0.590
H 2.438 0.730 1.618
H 0.503 4.897 -1.410
H 0.651 3.435 -4.954
C 0.957 3.922 -1.655
C 0.960 4.039 -4.095
N 0.361 3.460 -2.898
H 0.765 3.253 -0.800
C -1.009 3.303 -2.753
O -1.451 2.612 -1.835
H 2.052 3.984 -3.963
H -1.667 3.869 -3.476
H 2.026 4.073 -1.808
H 0.682 5.098 -4.248
O -3.111 -1.234 -3.417
C -4.155 -1.235 -4.282
C -3.868 -1.759 -6.846
C -3.978 -2.182 -5.515
H -3.766 -0.691 -7.086
C -3.857 -2.710 -7.881
H -4.841 -1.784 -3.602
C -3.931 -3.539 -5.220
H -3.834 -2.358 -8.915
C -3.831 -4.074 -7.571
C -3.857 -4.484 -6.230
H -3.973 -3.805 -4.160
H -3.770 -4.817 -8.363
H -3.800 -5.531 -5.960
Si -0.894 0.868 -6.358
Cl -2.386 2.041 -5.707
C -1.134 0.695 -8.196
C -1.002 -1.122 -6.187
C -0.031 0.735 -4.643
H -0.983 -0.343 -8.557
H -0.278 1.326 -8.463
H -2.114 1.039 -8.574
H 0.942 0.316 -4.924
H -0.503 0.045 -3.911
H 0.114 1.666 -4.084
H -1.526 -1.688 -6.980
H -1.281 -1.589 -5.221
H 0.077 -1.257 -6.383
F -0.814 -0.979 4.962
C -1.315 -1.071 3.715
C -0.933 -2.145 2.906
F -0.090 -3.090 3.374
C -1.382 -2.208 1.606
F -1.026 -3.234 0.787
C -2.143 -1.148 1.036
O -2.335 -1.050 -0.207
C -2.612 -0.147 1.922
F -3.423 0.795 1.428
C -2.186 -0.098 3.229
F -2.578 0.908 4.031